# C29H67ClN7O9P

5 unconnected molecules or ions with the total composition C29H67ClN7O9P in a non-equilibrium geometry (wB97M-V/def2-TZVPD, the OMol25 dataset).

Bonds (Å) are listed after each position.
Geometry (Å):
1 N -1.702 -3.108 3.337  C2 1.174
2 C -2.169 -3.477 4.350  N1 1.174, C3 1.400
3 C -2.725 -3.973 5.535  C2 1.400, C4 1.534, P9 1.887, H12 1.064
4 C -2.919 -2.850 6.561  C3 1.534, C5 1.402, C7 1.514, H13 1.066
5 C -2.036 -1.789 6.317  C4 1.402, N6 1.174
6 N -1.294 -0.900 6.121  C5 1.174
7 C -4.357 -2.377 6.595  C4 1.514, N8 1.447, H14 1.062, H15 1.059
8 N -4.870 -1.846 5.351  C7 1.447, H16 1.008, H17 1.004
9 P -1.661 -5.317 6.323  C3 1.887, O10 1.618, Cl11 2.020
10 O -2.097 -6.568 5.394  P9 1.618, H18 0.950
11 Cl 0.159 -4.812 5.608  P9 2.020
12 H -3.667 -4.428 5.343  C3 1.064
13 H -2.722 -3.261 7.525  C4 1.066
14 H -4.920 -3.248 6.823  C7 1.062
15 H -4.475 -1.677 7.381  C7 1.059
16 H -4.146 -1.356 4.850  N8 1.008
17 H -5.164 -2.588 4.741  N8 1.004
18 H -3.025 -6.723 5.525  O10 0.950
19 C 4.129 1.576 0.717  O20 1.418, H28 1.086, H29 1.095, H30 1.094
20 O 2.808 1.261 0.307  C19 1.418, C21 1.422
21 C 2.436 -0.083 0.588  O20 1.422, C22 1.510, H31 1.093, H32 1.095
22 C 1.396 -0.158 1.680  C21 1.510, N23 1.456, H33 1.094, H34 1.100
23 N 1.949 0.201 2.978  C22 1.456, C24 1.464, H35 1.010
24 C 0.947 0.369 4.033  N23 1.464, C25 1.521, H36 1.092, H37 1.090
25 C -0.077 1.483 3.884  C24 1.521, O26 1.417, H38 1.090, H39 1.098
26 O 0.459 2.792 3.968  C25 1.417, C27 1.413
27 C 0.976 3.323 2.765  O26 1.413, H40 1.093, H41 1.095, H42 1.090
28 H 4.380 2.554 0.317  C19 1.086
29 H 4.205 1.619 1.809  C19 1.095
30 H 4.847 0.847 0.331  C19 1.094
31 H 3.310 -0.689 0.836  C21 1.093
32 H 1.998 -0.487 -0.330  C21 1.095
33 H 1.016 -1.183 1.733  C22 1.094
34 H 0.562 0.496 1.384  C22 1.100
35 H 2.469 1.062 2.886  N23 1.010
36 H 1.490 0.545 4.963  C24 1.092
37 H 0.418 -0.577 4.153  C24 1.090
38 H -0.764 1.393 4.725  C25 1.090
39 H -0.683 1.379 2.975  C25 1.098
40 H 0.436 2.949 1.891  C27 1.093
41 H 2.044 3.112 2.651  C27 1.095
42 H 0.858 4.406 2.807  C27 1.090
43 C -1.827 -5.169 -4.055  O44 1.412, H52 1.088, H53 1.096, H54 1.094
44 O -1.788 -5.914 -2.856  C43 1.412, C45 1.422
45 C -0.737 -5.550 -1.970  O44 1.422, C46 1.509, H55 1.093, H56 1.094
46 C -1.269 -4.878 -0.728  C45 1.509, N47 1.455, H57 1.093, H58 1.100
47 N -1.805 -3.558 -1.027  C46 1.455, C48 1.464, H59 1.010
48 C -2.548 -2.940 0.073  N47 1.464, C49 1.521, H60 1.090, H61 1.088
49 C -3.819 -3.631 0.544  C48 1.521, O50 1.417, H62 1.093, H63 1.099
50 O -4.884 -3.627 -0.390  C49 1.417, C51 1.413
51 C -4.867 -4.668 -1.345  O50 1.413, H64 1.093, H65 1.094, H66 1.090
52 H -2.559 -5.642 -4.707  C43 1.088
53 H -2.134 -4.131 -3.885  C43 1.096
54 H -0.856 -5.176 -4.558  C43 1.094
55 H -0.002 -4.916 -2.473  C45 1.093
56 H -0.235 -6.476 -1.674  C45 1.094
57 H -0.456 -4.772 -0.005  C46 1.093
58 H -2.025 -5.547 -0.292  C46 1.100
59 H -2.416 -3.631 -1.827  N47 1.010
60 H -2.819 -1.935 -0.249  C48 1.090
61 H -1.878 -2.823 0.922  C48 1.088
62 H -4.185 -3.065 1.404  C49 1.093
63 H -3.634 -4.653 0.902  C49 1.099
64 H -4.422 -5.581 -0.943  C51 1.093
65 H -4.335 -4.376 -2.256  C51 1.094
66 H -5.901 -4.878 -1.621  C51 1.090
67 C 0.366 4.432 0.103  O68 1.413, H76 1.088, H77 1.096, H78 1.094
68 O -1.024 4.671 0.024  C67 1.413, C69 1.421
69 C -1.501 4.978 -1.279  O68 1.421, C70 1.510, H79 1.093, H80 1.094
70 C -2.364 3.865 -1.825  C69 1.510, N71 1.456, H81 1.094, H82 1.099
71 N -1.575 2.680 -2.127  C70 1.456, C72 1.460, H83 1.010
72 C -2.363 1.487 -2.425  N71 1.460, C73 1.522, H84 1.092, H85 1.094
73 C -3.250 0.928 -1.322  C72 1.522, O74 1.412, H86 1.093, H87 1.097
74 O -2.537 0.400 -0.224  C73 1.412, C75 1.416
75 C -2.147 1.341 0.758  O74 1.416, H88 1.092, H89 1.094, H90 1.090
76 H 0.626 4.370 1.159  C67 1.088
77 H 0.652 3.490 -0.379  C67 1.096
78 H 0.934 5.250 -0.349  C67 1.094
79 H -0.675 5.203 -1.959  C69 1.093
80 H -2.117 5.878 -1.190  C69 1.094
81 H -2.851 4.208 -2.742  C70 1.094
82 H -3.147 3.667 -1.079  C70 1.099
83 H -0.977 2.477 -1.339  N71 1.010
84 H -1.659 0.701 -2.708  C72 1.092
85 H -2.982 1.690 -3.304  C72 1.094
86 H -3.804 0.086 -1.747  C73 1.093
87 H -4.003 1.648 -0.979  C73 1.097
88 H -2.861 2.164 0.841  C75 1.092
89 H -1.147 1.741 0.563  C75 1.094
90 H -2.106 0.817 1.713  C75 1.090
91 C 6.656 2.076 -6.355  O92 1.413, H100 1.088, H101 1.096, H102 1.094
92 O 5.646 3.065 -6.368  C91 1.413, C93 1.420
93 C 4.321 2.554 -6.391  O92 1.420, C94 1.510, H103 1.093, H104 1.094
94 C 3.606 2.821 -5.089  C93 1.510, N95 1.456, H105 1.094, H106 1.099
95 N 4.158 2.021 -4.005  C94 1.456, C96 1.462, H107 1.010
96 C 3.683 2.389 -2.672  N95 1.462, C97 1.522, H108 1.089, H109 1.092
97 C 4.017 3.780 -2.155  C96 1.522, O98 1.414, H110 1.092, H111 1.097
98 O 5.391 3.998 -1.901  C97 1.414, C99 1.415
99 C 6.169 4.401 -3.011  O98 1.415, H112 1.092, H113 1.094, H114 1.090
100 H 7.607 2.583 -6.500  C91 1.088
101 H 6.693 1.537 -5.401  C91 1.096
102 H 6.516 1.356 -7.166  C91 1.094
103 H 4.315 1.487 -6.629  C93 1.093
104 H 3.790 3.078 -7.190  C93 1.094
105 H 2.548 2.571 -5.208  C94 1.094
106 H 3.679 3.900 -4.891  C94 1.099
107 H 5.164 2.106 -4.021  N95 1.010
108 H 4.105 1.666 -1.976  C96 1.089
109 H 2.599 2.256 -2.640  C96 1.092
110 H 3.521 3.887 -1.188  C97 1.092
111 H 3.614 4.576 -2.794  C97 1.097
112 H 5.588 4.997 -3.719  C99 1.092
113 H 6.609 3.545 -3.531  C99 1.094
114 H 6.988 5.013 -2.632  C99 1.090

Properties
SMILES = N#C[C@H]([C@@H](C#N)CN)P(O)Cl.COCCNCCOC.COCCNCCOC.COCCNCCOC.COCCNCCOC
frontier orbital gap = 8.06 eV
molecular weight = 724.322 g mol⁻¹
net charge = 0



# C29H69BNO15S9

10 unconnected molecules or ions with the total composition C29H69BNO15S9 in a non-equilibrium geometry (wB97M-V/def2-TZVPD, the OMol25 dataset).

Bonds (Å) are listed after each position.
Geometry (Å):
1 C 3.400 -2.720 1.541  C2 1.610, H20 1.149, H21 1.145, H22 1.157
2 C 3.559 -3.428 0.103  C1 1.610, O3 1.458, H23 1.158, H24 1.140
3 O 2.238 -3.780 -0.403  C2 1.458, B4 1.463
4 B 1.510 -2.591 -0.847  O3 1.463, O5 1.435, C6 1.619
5 O 2.107 -1.850 -1.921  B4 1.435, H25 0.998
6 C 0.095 -2.295 -0.119  B4 1.619, C7 1.574, N14 1.473
7 C -0.616 -3.567 0.476  C6 1.574, C8 1.550, H26 1.149
8 C -1.982 -3.476 1.204  C7 1.550, C9 1.598, C12 1.559
9 C -2.729 -4.766 1.777  C8 1.598, O10 1.266, O11 1.425
10 O -3.990 -4.778 1.661  C9 1.266
11 O -2.051 -5.875 2.361  C9 1.425, H27 0.995
12 C -2.582 -2.045 1.353  C8 1.559, C13 1.562, H28 1.149
13 C -1.795 -0.837 0.751  C12 1.562, N14 1.458, H29 1.153
14 N -0.532 -0.971 0.037  C6 1.473, C13 1.458, C15 1.498
15 C 0.193 0.196 -0.559  N14 1.498, C16 1.599, H30 1.158, H31 1.167
16 C -0.549 1.609 -0.464  C15 1.599, C17 1.620, H32 1.158, H33 1.160
17 C -0.134 2.500 0.824  C16 1.620, O18 1.270, O19 1.426
18 O 1.079 2.719 1.129  C17 1.270
19 O -1.173 3.087 1.605  C17 1.426, H34 0.991
20 H 4.170 -3.189 2.253  C1 1.149
21 H 3.648 -1.611 1.403  C1 1.145
22 H 2.364 -2.892 2.026  C1 1.157
23 H 4.105 -4.429 0.298  C2 1.158
24 H 4.207 -2.860 -0.642  C2 1.140
25 H 2.847 -1.314 -1.522  O5 0.998
26 H -0.128 -4.603 0.378  C7 1.149
27 H -2.732 -6.600 2.307  O11 0.995
28 H -3.579 -1.906 1.908  C12 1.149
29 H -2.301 0.185 0.925  C13 1.153
30 H 1.224 0.306 -0.044  C15 1.158
31 H 0.327 -0.032 -1.697  C15 1.167
32 H -0.238 2.240 -1.384  C16 1.158
33 H -1.703 1.530 -0.551  C16 1.160
34 H -1.355 2.568 2.428  O19 0.991
35 C -7.791 0.098 2.300  S36 1.805, H39 1.091, H40 1.092, H41 1.091
36 S -6.549 -1.160 2.668  C35 1.805, O37 1.500, C38 1.804
37 O -5.220 -0.618 2.232  S36 1.500
38 C -7.091 -2.338 1.415  S36 1.804, H42 1.092, H43 1.091, H44 1.091
39 H -7.616 0.956 2.950  C35 1.091
40 H -7.708 0.410 1.257  C35 1.092
41 H -8.786 -0.306 2.494  C35 1.091
42 H -7.051 -1.878 0.426  C38 1.092
43 H -8.109 -2.665 1.638  C38 1.091
44 H -6.422 -3.200 1.441  C38 1.091
45 C -4.943 3.117 -2.386  S46 1.805, H49 1.091, H50 1.091, H51 1.091
46 S -3.920 2.742 -0.946  C45 1.805, O47 1.498, C48 1.802
47 O -3.694 1.262 -0.929  S46 1.498
48 C -5.183 3.111 0.285  S46 1.802, H52 1.092, H53 1.092, H54 1.089
49 H -4.359 2.917 -3.285  C45 1.091
50 H -5.834 2.487 -2.385  C45 1.091
51 H -5.227 4.171 -2.367  C45 1.091
52 H -6.060 2.481 0.122  C48 1.092
53 H -5.460 4.165 0.221  C48 1.092
54 H -4.771 2.907 1.272  C48 1.089
55 C 7.979 -0.933 -3.182  S56 1.805, H59 1.091, H60 1.092, H61 1.091
56 S 6.488 -0.951 -2.165  C55 1.805, O57 1.497, C58 1.805
57 O 6.681 -1.987 -1.102  S56 1.497
58 C 5.405 -1.660 -3.424  S56 1.805, H62 1.092, H63 1.092, H64 1.091
59 H 8.804 -0.556 -2.578  C55 1.091
60 H 8.211 -1.944 -3.522  C55 1.092
61 H 7.829 -0.274 -4.039  C55 1.091
62 H 5.794 -2.627 -3.749  C58 1.092
63 H 5.336 -0.978 -4.273  C58 1.092
64 H 4.414 -1.796 -2.990  C58 1.091
65 C -0.666 -0.505 -6.399  S66 1.805, H69 1.091, H70 1.092, H71 1.091
66 S -1.258 -1.173 -4.829  C65 1.805, O67 1.496, C68 1.805
67 O -0.894 -0.192 -3.760  S66 1.496
68 C -0.075 -2.533 -4.742  S66 1.805, H72 1.092, H73 1.091, H74 1.091
69 H -1.247 0.388 -6.634  C65 1.091
70 H 0.389 -0.239 -6.318  C65 1.092
71 H -0.808 -1.246 -7.187  C65 1.091
72 H 0.945 -2.144 -4.761  C68 1.092
73 H -0.235 -3.211 -5.582  C68 1.091
74 H -0.239 -3.072 -3.807  C68 1.091
75 C 12.121 -0.130 -6.316  S76 1.806, H79 1.090, H80 1.091, H81 1.092
76 S 10.988 0.011 -4.917  C75 1.806, O77 1.496, C78 1.805
77 O 9.725 0.633 -5.424  S76 1.496
78 C 11.914 1.294 -4.049  S76 1.805, H82 1.092, H83 1.091, H84 1.091
79 H 11.715 -0.862 -7.015  C75 1.090
80 H 12.218 0.835 -6.816  C75 1.091
81 H 13.096 -0.471 -5.963  C75 1.092
82 H 12.024 2.172 -4.688  C78 1.092
83 H 12.896 0.909 -3.767  C78 1.091
84 H 11.362 1.568 -3.149  C78 1.091
85 C 1.758 5.156 3.593  S86 1.806, H89 1.091, H90 1.092, H91 1.092
86 S 1.211 4.470 5.171  C85 1.806, O87 1.494, C88 1.805
87 O 1.604 5.437 6.240  S86 1.494
88 C 2.396 3.109 5.208  S86 1.805, H92 1.092, H93 1.092, H94 1.091
89 H 1.171 6.051 3.384  C85 1.091
90 H 2.816 5.421 3.648  C85 1.092
91 H 1.594 4.424 2.800  C85 1.092
92 H 3.414 3.499 5.164  C88 1.092
93 H 2.212 2.441 4.364  C88 1.092
94 H 2.259 2.558 6.140  C88 1.091
95 C -8.383 -6.213 3.756  S96 1.806, H99 1.091, H100 1.092, H101 1.092
96 S -8.662 -5.031 5.093  C95 1.806, O97 1.495, C98 1.805
97 O -8.582 -3.660 4.502  S96 1.495
98 C -7.106 -5.343 5.951  S96 1.805, H102 1.092, H103 1.092, H104 1.091
99 H -9.227 -6.160 3.067  C95 1.091
100 H -7.464 -5.963 3.222  C95 1.092
101 H -8.316 -7.222 4.168  C95 1.092
102 H -6.264 -5.146 5.284  C98 1.092
103 H -7.079 -6.379 6.295  C98 1.092
104 H -7.048 -4.676 6.813  C98 1.091
105 C 3.063 2.481 -4.164  S106 1.806, H109 1.091, H110 1.092, H111 1.091
106 S 3.800 2.366 -2.519  C105 1.806, O107 1.494, C108 1.799
107 O 3.382 1.058 -1.928  S106 1.494
108 C 2.783 3.642 -1.762  S106 1.799, H112 1.092, H113 1.092, H114 1.091
109 H 3.530 1.731 -4.803  C105 1.091
110 H 1.990 2.291 -4.106  C105 1.092
111 H 3.248 3.474 -4.578  C105 1.091
112 H 1.728 3.375 -1.852  C108 1.092
113 H 2.970 4.602 -2.245  C108 1.092
114 H 3.050 3.710 -0.707  C108 1.091
115 C -3.806 4.491 3.144  S116 1.804, H119 1.091, H120 1.091, H121 1.092
116 S -2.754 4.068 4.547  C115 1.804, O117 1.498, C118 1.804
117 O -2.570 2.582 4.539  S116 1.498
118 C -3.970 4.461 5.820  S116 1.804, H122 1.092, H123 1.091, H124 1.091
119 H -3.255 4.285 2.226  C115 1.091
120 H -4.715 3.887 3.165  C115 1.091
121 H -4.059 5.552 3.184  C115 1.092
122 H -4.870 3.859 5.676  C118 1.092
123 H -4.217 5.524 5.773  C118 1.091
124 H -3.535 4.235 6.794  C118 1.091

Properties
frontier orbital gap = 5.86 eV
molecular weight = 971.278 g mol⁻¹
net charge = +1



Question: Among the records above, which one has the lowest molecular weight?
Answer: C29H67ClN7O9P



Question: Look up the net charge of the first one.
Answer: 0